# 1
Molecular formula: C31H69FO3S
Method: DFT, ωB97M-V/def2-TZVPD

Calculated values
Total charge: 0
Strongest force on any atom: 0.2 eV/Å
LUMO: 0.5 eV
DFT total energy: -52962.212 eV
Structure (SMILES): O=S1(=O)CCC[C@@H](CCCF)O1.CCCCCC.CCCCCC.CCCCCC.CCCCCC
Spin multiplicity: 1
E_HOMO: -10.481 eV

Each line ends with the Löwdin charge.
Element x y z (Å)
1 S -2.84 1.53 0.42  0.61
2 F -2.18 7.22 -0.98  -0.06
3 O -2.22 2.80 -0.30  -0.22
4 O -2.31 1.55 1.74  -0.26
5 O -2.68 0.39 -0.43  -0.27
6 C -0.91 -1.66 3.22  -0.22
7 C 0.11 -11.49 1.90  -0.11
8 C -1.38 -4.62 4.06  -0.10
9 C -0.38 9.11 -8.44  -0.11
10 C 0.04 -2.50 4.08  -0.22
11 C -4.57 1.98 0.44  -0.21
12 C 0.81 -10.96 3.14  -0.27
13 C 7.35 -0.90 1.52  -0.11
14 C -3.31 5.93 -6.48  -0.11
15 C 5.93 -1.47 1.53  -0.27
16 C -2.22 8.85 -6.68  -0.23
17 C 4.63 0.32 3.70  -0.27
18 C 0.68 -1.41 1.24  -0.11
19 C 4.80 0.73 2.23  -0.23
20 C -4.13 4.09 -0.97  -0.13
21 C -2.97 3.24 -1.48  -0.31
22 C 3.37 -0.49 3.95  -0.12
23 C -1.43 6.09 -1.31  -0.19
24 C 0.06 -8.52 2.81  -0.23
25 C -1.97 3.89 -2.45  -0.12
26 C -1.55 7.70 -5.93  -0.23
27 C -2.01 5.42 -2.55  -0.18
28 C -1.84 6.31 -6.50  -0.27
29 C 0.14 -9.73 3.74  -0.23
30 C 1.40 -8.04 2.26  -0.27
31 C 4.85 -0.43 1.24  -0.23
32 C -4.77 3.49 0.30  -0.18
33 C 2.37 -7.59 3.35  -0.11
34 C -0.01 -4.00 3.81  -0.27
35 C -1.87 8.93 -8.17  -0.27
36 C -0.71 -1.82 1.71  -0.26
37 H -1.45 5.71 -3.43  0.10
38 H -5.06 1.40 -0.34  0.11
39 H 2.63 -8.40 4.02  0.07
40 H -5.84 3.70 0.31  0.12
41 H 3.88 -0.93 1.21  0.09
42 H -4.86 4.19 -1.77  0.13
43 H -0.98 3.59 -2.12  0.13
44 H 1.85 -10.73 2.90  0.10
45 H -3.30 8.78 -6.57  0.10
46 H -3.91 6.60 -7.10  0.07
47 H -4.35 3.97 1.18  0.12
48 H -0.20 -2.32 5.13  0.11
49 H 5.70 1.34 2.14  0.10
50 H -1.46 6.23 -7.52  0.10
51 H 3.96 1.38 1.95  0.11
52 H -2.23 8.04 -8.68  0.10
53 H -1.45 5.43 -0.44  0.12
54 H 4.61 1.23 4.31  0.10
55 H 0.29 -4.20 2.78  0.10
56 H 1.94 -6.79 3.94  0.06
57 H -3.37 2.34 -1.95  0.14
58 H -1.37 -5.69 3.90  0.05
59 H 5.01 -0.03 0.24  0.11
60 H -0.60 -8.75 1.97  0.10
61 H -3.79 5.10 -0.73  0.10
62 H -1.27 5.57 -5.92  0.09
63 H -3.47 4.92 -6.84  0.07
64 H -0.94 -11.73 2.11  0.07
65 H 0.89 -0.38 1.51  0.07
66 H 7.56 -0.42 0.56  0.07
67 H 5.51 -0.25 4.03  0.10
68 H -2.15 -4.20 3.40  0.07
69 H 0.59 -12.40 1.53  0.07
70 H -0.42 -7.69 3.35  0.09
71 H 0.00 10.01 -7.94  0.08
72 H -0.47 7.85 -5.91  0.10
73 H 1.87 -8.83 1.66  0.10
74 H 0.84 -11.74 3.90  0.10
75 H -1.45 -1.19 1.20  0.07
76 H 1.06 -2.15 3.94  0.08
77 H -0.77 -0.60 3.47  0.11
78 H 1.22 -7.21 1.57  0.10
79 H -3.71 5.99 -5.46  0.07
80 H 8.09 -1.68 1.68  0.07
81 H 0.73 -4.49 4.44  0.10
82 H -0.92 -2.85 1.41  0.10
83 H -0.19 9.22 -9.51  0.07
84 H 5.86 -2.27 0.79  0.10
85 H -1.94 -1.89 3.47  0.10
86 H -2.42 9.77 -8.61  0.10
87 H 0.20 8.26 -8.08  0.06
88 H 0.76 -1.49 0.15  0.07
89 H -0.88 -9.99 4.05  0.11
90 H 3.24 -0.73 5.01  0.07
91 H 3.39 -1.44 3.40  0.06
92 H -1.93 9.79 -6.20  0.11
93 H -4.93 1.63 1.41  0.11
94 H 3.30 -7.21 2.91  0.07
95 H -1.88 7.72 -4.89  0.10
96 H 1.46 -2.04 1.68  0.06
97 H 0.12 -10.76 1.09  0.06
98 H 2.48 0.05 3.62  0.07
99 H -1.70 -4.44 5.09  0.08
100 H 7.48 -0.15 2.30  0.06
101 H -0.40 6.42 -1.47  0.12
102 H 5.74 -1.94 2.50  0.10
103 H -3.03 5.78 -2.69  0.11
104 H 0.66 -9.44 4.66  0.10
105 H -2.11 3.45 -3.44  0.12


# 2
Molecular formula: C29H38HfN2O6PS3Se
Method: DFT, ωB97M-V/def2-TZVPD

Calculated values
Total charge: +1
Strongest force on any atom: 0.5 eV/Å
LUMO: -2.0 eV
DFT total energy: -154398.696 eV
Spin multiplicity: 1
E_HOMO: -10.716 eV
ΔE to the lowest compared entry with this formula, charge and spin: 0.1302 eV

Each line ends with the Löwdin charge.
Element x y z (Å)
1 Hf 0.74 -0.64 1.38  1.48
2 Se 3.05 -1.95 0.78  0.85
3 S -1.13 -1.93 -0.55  0.87
4 S -0.21 -3.28 2.31  0.92
5 S -2.21 -0.58 2.24  0.89
6 P 0.56 0.75 -1.30  1.08
7 O 0.28 -0.68 3.62  -0.15
8 O 1.59 -2.41 0.10  -0.61
9 O 2.54 -1.91 2.36  -0.52
10 O 2.79 -0.31 0.48  -0.54
11 O 0.79 -0.17 5.76  0.04
12 O 4.40 -2.64 0.36  -0.35
13 N 2.28 0.75 2.76  0.01
14 N 1.98 0.72 4.12  0.09
15 C -2.73 -2.16 2.97  -0.46
16 C -3.17 -0.56 0.71  -0.47
17 C 1.61 1.32 -3.90  -0.28
18 C 2.27 3.02 -1.03  -0.06
19 C 0.97 -0.09 4.47  -0.52
20 C 3.19 -1.01 -3.83  -0.06
21 C 2.46 0.99 -4.95  -0.04
22 C 0.77 2.46 0.79  -0.37
23 C 2.36 -0.69 -2.77  -0.09
24 C -1.09 -4.24 1.04  -0.45
25 C -1.11 -0.71 -3.71  -0.05
26 C -3.81 1.66 -2.51  -0.07
27 C -3.12 2.51 -1.65  -0.07
28 C 3.24 -0.15 -4.92  -0.06
29 C 0.73 2.54 -4.03  -0.04
30 C 1.58 0.47 -2.78  -0.32
31 C 2.32 4.32 0.98  -0.07
32 C -2.90 -1.73 -0.22  -0.45
33 C -0.19 1.50 1.40  -0.32
34 C -0.90 -3.71 -0.37  -0.47
35 C 1.31 3.53 1.51  -0.08
36 C -1.78 0.36 -2.87  -0.29
37 C -1.11 1.17 -1.93  -0.32
38 C -3.13 0.61 -3.12  -0.05
39 C -0.36 -0.89 6.25  0.01
40 C 2.82 4.05 -0.29  -0.06
41 C -1.79 2.26 -1.37  -0.11
42 C -1.57 -3.02 3.47  -0.49
43 C 1.24 2.24 -0.51  -0.32
44 H 0.59 3.07 -3.09  0.06
45 H -1.95 -4.00 3.77  0.10
46 H -3.39 -1.55 -1.17  0.08
47 H 2.30 -1.35 -1.91  0.07
48 H -2.15 -4.24 1.32  0.07
49 H -1.86 -1.33 -4.19  0.09
50 H -1.26 2.93 -0.71  0.10
51 H -1.58 -4.22 -1.06  0.10
52 H 2.73 5.14 1.56  0.11
53 H 2.50 1.64 -5.81  0.12
54 H -1.10 -2.58 4.34  0.03
55 H -0.74 -5.26 1.10  0.09
56 H -4.23 -0.49 0.94  0.10
57 H -0.26 2.27 -4.40  0.09
58 H 0.92 3.75 2.50  0.12
59 H -0.39 1.77 2.45  0.05
60 H -3.65 -0.01 -3.83  0.12
61 H -0.52 -0.52 7.26  0.11
62 H -1.22 -0.68 5.63  0.09
63 H -1.15 1.52 0.90  0.01
64 H 3.89 -0.38 -5.76  0.11
65 H -3.28 -2.67 0.19  0.07
66 H 0.11 -3.88 -0.72  0.07
67 H -0.45 -1.35 -3.13  0.04
68 H -3.32 -2.70 2.23  0.06
69 H -4.85 1.83 -2.74  0.11
70 H -3.40 -1.95 3.81  0.09
71 H -2.88 0.38 0.22  0.05
72 H 2.29 1.72 2.42  0.09
73 H -0.13 -1.95 6.27  0.10
74 H 3.18 0.32 2.57  0.10
75 H 3.62 4.65 -0.70  0.11
76 H 1.17 3.24 -4.75  0.09
77 H 3.79 -1.90 -3.80  0.11
78 H -3.62 3.36 -1.21  0.11
79 H 2.60 1.10 4.81  0.18
80 H 2.66 2.80 -2.02  0.11
81 H -0.50 -0.25 -4.49  0.09


# 3
Molecular formula: C4H5NOS
Method: DFT, ωB97M-V/def2-TZVPD

Calculated values
Total charge: 0
Strongest force on any atom: 1.1 eV/Å
LUMO: -0.2 eV
DFT total energy: -18599.732 eV
Structure (SMILES): O=C/C=C\C=N\S
Spin multiplicity: 1
E_HOMO: -8.897 eV
ΔE to the lowest compared entry with this formula, charge and spin: 2.1870 eV

Each line ends with the Löwdin charge.
Element x y z (Å)
1 S 3.04 -0.52 0.09  0.74
2 O -0.87 -1.81 0.61  0.04
3 N 1.45 -0.09 -0.33  -0.36
4 C -1.55 0.35 -0.16  -0.05
5 C 0.86 0.73 0.45  -0.30
6 C -0.52 1.16 0.17  -0.06
7 C -1.53 -1.14 -0.14  -0.27
8 H -2.25 -1.62 -0.87  0.12
9 H -2.49 0.83 -0.42  0.09
10 H -0.71 2.23 0.22  0.11
11 H 1.33 1.16 1.33  0.10
12 H 3.24 -1.28 -0.96  -0.17


# 4
Molecular formula: C5H11NO
Method: DFT, ωB97M-V/def2-TZVPD

Calculated values
Total charge: 0
Strongest force on any atom: 0.9 eV/Å
LUMO: 0.7 eV
DFT total energy: -8900.089 eV
Structure (SMILES): C=C(C)[C@@H](O)NC
Spin multiplicity: 1
E_HOMO: -9.122 eV
ΔE to the lowest compared entry with this formula, charge and spin: 1.6083 eV

Each line ends with the Löwdin charge.
Element x y z (Å)
1 O 0.75 -0.64 1.59  -0.03
2 N -1.20 -1.01 0.25  -0.07
3 C 0.48 -0.01 -1.97  0.05
4 C 0.24 -0.93 0.29  -0.41
5 C -1.88 0.23 0.57  -0.12
6 C 1.54 1.24 -0.11  -0.05
7 C 0.75 0.11 -0.68  -0.33
8 H -1.59 0.64 1.55  0.08
9 H 0.81 0.72 -2.69  0.06
10 H -1.65 0.95 -0.20  0.08
11 H 1.69 2.02 -0.85  0.08
12 H 2.52 0.87 0.22  0.09
13 H -1.52 -1.75 0.87  0.11
14 H 1.04 1.64 0.77  0.08
15 H 0.48 -1.35 2.19  0.10
16 H -2.96 0.04 0.58  0.08
17 H 0.61 -1.92 -0.03  0.15
18 H -0.10 -0.83 -2.35  0.07


# 5
Molecular formula: C3H13NO2S
Method: DFT, ωB97M-V/def2-TZVPD

Calculated values
Total charge: 0
Strongest force on any atom: 2.6 eV/Å
LUMO: 0.6 eV
DFT total energy: -19741.302 eV
Structure (SMILES): CNCCS.O.O
Spin multiplicity: 1
E_HOMO: -8.869 eV
ΔE to the lowest compared entry with this formula, charge and spin: 1.1400 eV

Each line ends with the Löwdin charge.
Element x y z (Å)
1 S -1.43 1.47 2.26  0.70
2 O -0.51 -3.21 1.74  -0.05
3 O 3.17 1.44 0.51  -0.06
4 N -0.71 -0.28 -1.29  -0.15
5 C 0.67 -0.35 -1.79  -0.13
6 C -1.01 0.89 -0.46  -0.31
7 C -1.68 0.42 0.86  -0.62
8 H -1.38 -0.23 -2.06  0.11
9 H 0.94 0.43 -2.49  0.07
10 H -0.11 1.31 2.46  -0.14
11 H -0.49 -2.44 1.17  0.00
12 H 4.08 1.25 0.29  0.03
13 H -0.75 -3.98 1.23  0.03
14 H 3.06 2.36 0.24  0.04
15 H -2.74 0.27 0.62  0.07
16 H 1.37 -0.38 -0.94  0.08
17 H -1.40 -0.68 1.01  0.06
18 H -0.08 1.41 -0.13  0.09
19 H -1.69 1.63 -0.95  0.12
20 H 0.68 -1.34 -2.29  0.08


# 6
Molecular formula: C3H9NO3
Method: DFT, ωB97M-V/def2-TZVPD

Calculated values
Total charge: 0
Strongest force on any atom: 0.7 eV/Å
LUMO: 0.5 eV
DFT total energy: -10888.364 eV
Structure (SMILES): O=CCNCO.O
Spin multiplicity: 1
E_HOMO: -9.493 eV
ΔE to the lowest compared entry with this formula, charge and spin: 2.2175 eV

Each line ends with the Löwdin charge.
Element x y z (Å)
1 O 0.63 -1.18 -0.81  -0.06
2 O -2.28 1.70 1.40  0.06
3 O 1.16 -3.86 -1.79  -0.07
4 N 0.46 0.67 0.67  -0.04
5 C -0.14 1.96 0.36  -0.21
6 C -0.21 -0.48 0.09  -0.28
7 C -1.19 2.20 1.42  -0.26
8 H -1.13 -0.17 -0.40  0.12
9 H 1.55 -3.59 -0.95  0.03
10 H 1.44 0.66 0.43  0.11
11 H 0.59 -0.78 -1.69  0.10
12 H -0.42 -1.22 0.87  0.12
13 H 0.24 -3.58 -1.68  0.02
14 H -0.52 2.11 -0.67  0.12
15 H -0.80 2.82 2.26  0.12
16 H 0.60 2.75 0.50  0.11


# 7
Molecular formula: C2H6N4
Method: DFT, ωB97M-V/def2-TZVPD

Calculated values
Total charge: 0
Strongest force on any atom: 6.1 eV/Å
LUMO: 0.8 eV
DFT total energy: -8128.261 eV
Spin multiplicity: 1
E_HOMO: -9.273 eV
ΔE to the lowest compared entry with this formula, charge and spin: 3.8317 eV

Each line ends with the Löwdin charge.
Element x y z (Å)
1 N 2.71 0.15 1.07  0.07
2 N 2.00 -0.52 0.52  -0.03
3 N -0.47 1.39 -0.78  0.07
4 N 0.36 0.01 -0.20  -0.19
5 C -0.30 1.08 0.58  -0.30
6 C -0.40 -1.19 -0.52  -0.13
7 H -0.45 -1.28 -1.61  0.08
8 H -1.43 -1.19 -0.11  0.08
9 H -1.43 1.19 -1.09  0.07
10 H 0.44 1.69 1.09  0.09
11 H 0.10 -2.08 -0.13  0.07
12 H -1.13 0.75 1.20  0.11


# 8
Molecular formula: C6H6N2O
Method: DFT, ωB97M-V/def2-TZVPD

Calculated values
Total charge: 0
Strongest force on any atom: 5.3 eV/Å
LUMO: 0.8 eV
DFT total energy: -11343.935 eV
Structure (SMILES): C1=COc2cn[nH]c2C1
Spin multiplicity: 1
E_HOMO: -8.167 eV
ΔE to the lowest compared entry with this formula, charge and spin: 2.4969 eV

Each line ends with the Löwdin charge.
Element x y z (Å)
1 O -0.63 -0.80 1.61  -0.01
2 N 2.42 0.77 0.79  0.04
3 N 1.75 0.85 -0.36  -0.01
4 C 0.48 0.42 -0.30  -0.16
5 C -1.68 -0.61 -0.74  -0.13
6 C 1.58 0.18 1.66  -0.07
7 C -1.72 -0.94 0.52  -0.01
8 C 0.42 -0.15 1.02  -0.26
9 C -0.63 0.19 -1.40  -0.13
10 H -2.40 -1.56 1.05  0.11
11 H -0.95 1.28 -1.69  0.15
12 H 2.14 1.23 -1.17  0.13
13 H -2.59 -0.74 -1.42  0.14
14 H 0.03 -0.33 -2.21  0.14
15 H 1.79 0.21 2.62  0.07